101
Properties=species:S:1:pos:R:3 method="wB97M-V/def2-TZVPD" homo_energy_ha="0.0095 / -0.0843" total_energy_ev=-97942.224 gap_ha="0.1443 / 0.2357" total_charge=-2 spin_multiplicity=6 e_above_lowest_kcal_mol=69.6
Ru -0.5730 -0.4723 -0.2152
P -1.6398 1.0571 -1.9840
P -0.0619 -0.4595 2.2060
Si 1.6676 -0.2188 -1.0627
O -1.2654 4.0359 0.8219
O -3.2474 -0.3444 -0.0401
O -0.2459 2.0558 0.4600
N -0.4881 -4.8694 0.6713
N -1.2232 -4.1097 -1.4915
N 0.0291 -4.2285 1.7154
N -1.8603 -1.9205 -4.0730
N -1.8091 -3.1727 -3.6331
N 0.1347 -2.9692 1.4551
N -1.4923 -1.1096 -3.1385
N -0.3037 -2.7286 0.2302
N -1.1970 -1.7922 -2.0420
C 2.9872 1.9693 0.2580
C -2.7772 -2.5349 4.5372
C -1.5692 -1.9534 4.1512
C 1.2448 3.5386 -3.5375
C -1.4662 3.9073 3.2296
C 4.1719 -3.8352 -2.7999
C -3.1621 2.2072 -4.0398
C -1.4639 -1.3640 2.9135
C -0.5571 3.7445 2.0671
C 2.5810 -2.2253 4.8254
C 1.7795 0.3377 4.1855
C 0.0140 2.3247 1.8497
C 4.4939 0.4595 1.9993
C -5.2460 1.3730 -4.8776
C 2.9018 0.5821 0.1746
C 2.6328 -1.7165 -1.7788
C -4.2144 2.2936 -4.9292
C -0.1576 1.2923 -4.3290
C 0.2760 3.0050 -2.7087
C 1.2176 -0.7381 3.4991
C -0.5968 1.2258 2.6670
C 0.8072 1.8293 -5.1571
C -2.3695 -0.7097 0.7513
C 1.6555 -2.0236 3.8194
C 3.0099 -2.7890 -0.9788
C -2.5626 -1.3401 2.0214
C 3.1095 -1.1493 5.5240
C 1.5143 2.9552 -4.7638
C 2.9893 -1.7734 -3.1218
C 2.7106 0.1341 5.1875
C -2.2091 2.5165 -0.9192
C -0.4431 1.8777 -3.0943
C 3.6715 -0.1505 1.0707
C -1.5110 1.5170 3.6435
C -3.1004 1.1802 -3.1005
C 4.5583 1.8406 2.0678
C -4.1576 0.2837 -3.0314
C -3.7709 -1.9522 2.4198
C 3.7928 -3.8182 -1.4686
C -1.9302 2.8332 3.9265
C 3.7354 -2.8192 -3.6339
C -1.3977 -3.0721 -2.3648
C 3.7966 2.5948 1.1885
C -1.1226 2.9711 -0.0179
C -3.8619 -2.5357 3.6621
C -0.6917 -3.9180 -0.2416
C -5.2174 0.3781 -3.9153
H 2.3980 2.5650 -0.4256
H -2.8609 -3.0039 5.5088
H 5.2052 2.3249 2.7898
H -2.6172 2.9862 4.7504
H 3.9799 -2.8477 -4.6884
H 2.8870 -3.2335 5.0781
H 2.2741 3.3781 -5.4058
H -6.0333 -0.3281 -3.8594
H -6.0649 1.4341 -5.5820
H -1.9388 0.7101 4.2165
H -4.7877 -3.0151 3.9616
H 0.0671 3.4686 -1.7490
H 1.9545 0.7315 -2.2187
H -4.1358 -0.4894 -2.2798
H -3.0530 2.0799 -0.3534
H 1.2367 -2.8618 3.2878
H -1.3802 -5.0484 -1.8133
H -4.2320 3.0854 -5.6665
H 0.2640 4.4825 2.1129
H 4.7913 -4.6377 -3.1845
H -0.7105 0.4146 -4.6257
H 4.1029 -4.6182 -0.8082
H -2.3706 2.9414 -4.0878
H 2.6798 -2.8274 0.0489
H 1.4530 1.3431 3.9603
H 1.1089 2.3298 1.9422
H 3.8335 3.6780 1.2377
H 1.0166 1.3607 -6.1108
H -4.6055 -1.9644 1.7303
H -0.7246 -1.9553 4.8265
H 5.0798 -0.1455 2.6813
H 3.6337 -1.2266 1.0379
H -1.7989 4.9139 3.4398
H 3.1205 0.9848 5.7199
H -2.5802 3.3563 -1.5146
H 3.8204 -1.3089 6.3273
H 2.6692 -0.9767 -3.7775
H 1.7980 4.4123 -3.2167

***

104
Properties=species:S:1:pos:R:3 method="wB97M-V/def2-TZVPD" homo_energy_ha=-0.2745 total_energy_ev=-257678.417 gap_ha=0.2568 spin_multiplicity=1 e_above_lowest_kcal_mol=14.9
Sn -0.8015 -0.1085 -0.3639
Br 4.6251 4.9986 -5.1123
Ge -2.8526 -1.3102 -1.5270
Cl -2.4517 -0.4561 2.2402
Cl -1.5830 1.5165 -3.9006
Cl -0.9669 3.5020 -5.9702
S -0.7971 -4.2951 1.7878
P 0.4769 1.2471 1.9862
F -3.1507 1.6436 -0.8684
F -2.3974 2.2739 1.0540
F -1.4118 2.9222 -0.7582
O 2.4353 0.3577 -0.5622
O 0.5036 1.0142 -1.4743
N 0.3608 -1.7546 0.6503
N 0.5552 -1.6036 -2.0069
N -0.4790 -2.7489 3.9106
N 0.2080 -1.7616 2.0221
C -1.3158 -5.0419 -4.0098
C -1.8108 0.5034 3.5434
C -2.1813 1.2315 5.8002
C 2.1566 1.0131 2.7123
C -5.8959 -2.2643 1.9699
C 0.7147 5.6986 0.7821
C -1.9918 1.8556 -0.1688
C -0.6015 1.1936 3.4744
C -0.2110 1.9004 4.6153
C 0.5896 -1.5211 -3.3290
C -2.0589 -4.0410 -4.6180
C 2.4750 -3.0023 -2.0521
C -0.3559 3.9765 2.0794
C 1.7244 2.8945 -3.0467
C 0.5517 3.0360 1.6061
C -6.0534 -1.1164 1.2043
C -4.8611 -3.1452 1.6923
C 1.6350 4.7694 0.3147
C 2.8753 2.0965 3.2222
C -0.9799 1.9254 5.7637
C -0.2715 5.3006 1.6701
C 4.6956 0.6511 3.8362
C -1.0009 1.7845 -5.5489
C 1.4654 -2.3338 -1.3718
C 1.8002 1.0409 -1.3481
C -2.5271 -2.9718 -3.8645
C 2.3613 3.7887 -3.8925
C 3.8567 2.0142 -2.3560
C 3.7461 3.7793 -3.9593
C -0.3332 -2.8434 2.5545
C 2.2948 -3.2497 0.8599
C -4.1246 -1.7255 -0.1157
C -1.5181 -3.9056 -1.8972
C 2.7332 -0.2526 2.7771
C 3.9906 -0.4311 3.3336
C -1.0511 -4.9746 -2.6479
C 1.5468 -2.1713 -4.0901
C -2.2588 -2.8882 -2.4992
C 1.5565 3.4518 0.7300
C -2.5961 0.5193 4.6903
C 2.4695 2.0033 -2.2815
C 4.1315 1.9163 3.7812
C -5.1717 -0.8482 0.1681
C 4.5045 2.9023 -3.1991
C -3.9820 -2.8805 0.6511
C 1.3254 -2.4029 0.1042
C 2.5113 -2.9164 -3.4339
H 2.4674 3.0971 3.1730
H 0.7240 2.4443 4.5963
H -0.4202 -1.8386 4.3376
H 2.3028 2.7438 0.3927
H 0.7706 6.7300 0.4586
H -0.1801 -0.9138 -3.7900
H -0.4775 -5.7557 -2.1639
H -6.8614 -0.4276 1.4164
H 2.1738 -1.1005 2.4202
H 3.2852 -3.4279 -3.9907
H -1.6671 1.2771 -6.2362
H -5.2922 0.0586 -0.4131
H 2.4172 5.0681 -0.3722
H 0.0127 1.4044 -5.6169
H -2.2769 -4.0925 -5.6776
H 5.5832 2.9176 -3.2666
H -1.1424 3.6821 2.7605
H -2.7959 1.2418 6.6905
H -3.4885 -0.3664 -2.5521
H -3.5271 -0.0308 4.6951
H 0.6460 2.8940 -2.9623
H 1.7890 4.4852 -4.4893
H 1.9795 -3.4135 1.8818
H -1.0175 -3.4669 4.3588
H -3.1670 -3.5699 0.4730
H -0.9484 -5.8760 -4.5943
H -4.7241 -4.0380 2.2889
H 1.5319 -2.0903 -5.1678
H -0.9886 6.0200 2.0436
H 5.6776 0.5110 4.2694
H 3.2178 -3.5737 -1.5177
H -6.5818 -2.4717 2.7818
H -3.1022 -2.1910 -4.3513
H 3.2692 -2.7508 0.8417
H 4.4176 1.3218 -1.7419
H -0.6428 2.4845 6.6262
H 2.3941 -4.2197 0.3762
H 4.4171 -1.4257 3.3768
H 4.6696 2.7715 4.1693
H -1.2771 -3.8681 -0.8385

***

120
Properties=species:S:1:pos:R:3 method="wB97M-V/def2-TZVPD" homo_energy_ha=-0.3928 total_energy_ev=-150489.848 gap_ha=0.2471 total_charge=+1 spin_multiplicity=1
I 1.1418 -0.0237 1.6207
Cl -2.7999 -1.1092 5.9455
S -1.4045 2.6644 5.6132
S -2.4215 -1.3039 2.5336
O -2.1776 -3.7618 4.4235
O 4.1214 6.7309 -0.7351
O -0.4986 -6.2611 -8.3416
O 2.8016 -0.4541 -1.3197
O -2.9885 1.4497 3.8321
O 5.0470 9.6657 0.9951
O 4.2538 7.2256 4.8430
O 2.3768 6.3603 6.5441
O -4.9112 -8.6182 -5.4190
O -8.9879 -8.4959 -3.1102
O 6.3976 6.5549 -4.8269
O 0.9047 9.6291 -2.6189
O -3.9828 -10.6360 -3.9117
O -0.1245 -4.4889 4.4515
O 3.2950 10.6473 -3.2394
O 0.5406 3.9581 2.9651
O -8.0296 -10.4436 -1.5541
O 2.4590 4.7558 1.2861
O 0.9135 -5.3727 -6.2539
O -0.6485 -8.8092 -3.4730
O 3.1505 -2.5408 0.2493
O 2.3790 -3.1018 -5.1591
O 5.2138 4.1941 -5.2489
O 3.0043 4.3437 -1.1137
O -1.9936 -9.7419 -5.5882
O 2.6425 -5.2510 -3.5485
O 2.6788 8.5685 1.5864
O -6.2425 1.2040 3.4413
N -0.7802 1.2702 3.4762
C 1.8722 9.5976 -1.7062
C 2.5875 -1.6981 -3.3124
C 1.6913 9.0639 -0.4920
C 2.6996 -4.1631 -3.0165
C -7.2913 -10.0624 -2.4430
C -6.9932 -8.4824 -4.3300
C 2.4863 5.1902 2.5563
C -1.3481 -8.7258 -5.7736
C -1.3062 -8.0329 -7.0508
C 5.3142 6.7380 -2.7658
C 3.4280 6.4651 4.3863
C 2.9548 -2.7689 -1.0531
C -0.3647 0.1320 3.0818
C -5.9678 -10.6241 -2.6779
C 4.0853 9.6752 0.0734
C -7.7631 -8.9630 -3.3467
C 2.3407 5.9507 5.2862
C 1.3880 5.1221 4.8314
C 3.1859 10.1952 -2.1158
C 2.7807 9.0543 0.4724
C -5.9757 -0.0686 5.4689
C 1.3917 4.7009 3.4442
C -0.8326 -3.5914 4.3025
C -5.2508 0.5507 4.2275
C -1.4999 -0.2314 5.0609
C -1.8251 1.2164 4.5369
C 4.2679 10.2066 -1.1407
C 0.8551 0.0125 5.9547
C -5.6591 -9.0279 -4.5513
C 3.8062 4.8256 -2.0605
C -4.1830 1.5802 4.6281
C 5.5764 6.0746 -3.9004
C 0.1829 -7.0537 -4.7716
C -0.5623 -8.1566 -4.6304
C 2.7782 -1.5410 -1.8854
C 2.5499 -2.9255 -3.8598
C -0.1814 -2.2419 3.9771
C 4.9533 4.7408 -4.1951
C -1.1075 -1.0243 3.7913
C 4.0642 4.1627 -3.1942
C 0.2434 -6.3729 -6.0562
C -0.5640 -6.9279 -7.1918
C 4.4094 6.1694 -1.7797
C -0.4237 -0.0683 6.1381
C 2.9148 -3.9938 -1.5797
C 3.4361 6.0134 2.9980
C -5.1963 -10.1479 -3.6643
H -1.2434 -9.5685 -3.6325
H 5.7556 7.6998 -2.5434
H -9.3266 -9.0091 -2.3504
H 2.9913 5.0284 -0.4011
H 4.6633 9.2272 1.7787
H 0.5846 -2.0839 4.7339
H -1.8983 2.2559 6.8029
H -4.6396 2.5686 4.5470
H -5.8117 -1.1502 5.4367
H -5.6461 -11.4279 -2.0308
H 1.5144 0.1092 6.8056
H 1.6769 4.1762 1.2112
H 0.7499 8.6287 -0.1868
H -3.6263 -10.1301 -4.6750
H -0.7938 0.0240 7.1491
H 0.3593 -2.3966 3.0387
H 2.4779 -0.7998 -3.9034
H -1.8317 -2.1223 1.6286
H -1.8912 -8.4438 -7.8613
H -7.0531 0.0695 5.3956
H 3.6337 3.1945 -3.4084
H 3.1460 -1.5655 0.3139
H -6.9979 0.6151 3.3451
H 1.2924 10.0635 -3.4045
H -7.3223 -7.6883 -4.9854
H 0.5986 4.7464 5.4665
H -0.4252 2.1592 3.0991
H 4.2306 6.3739 2.3599
H -2.4419 -3.7746 5.3525
H 5.2048 10.6551 -1.4403
H 3.1552 6.9493 6.6154
H 3.0393 -4.8869 -0.9830
H -3.9741 1.3965 5.6818
H -4.8132 -0.2564 3.6339
H 2.3771 -4.0707 -5.3166
H 1.3258 0.0285 4.9769
H 6.4141 5.8897 -5.5433
H 0.7560 -6.6356 -3.9574
H 0.1017 -5.5072 -8.1831
H -5.5903 0.3059 6.4175